Entry from the OMol25 dataset: a 24-piece molecular cluster, C48H144O24 overall in a non-equilibrium geometry (wB97M-V/def2-TZVPD).

## Properties
HOMO-LUMO gap = 9.100 eV
HOMO energy = -9.09 eV

Structure (XYZ):
```
216
Properties=species:S:1:pos:R:3:lowdin_charge:R:1
C 23.191 -7.783 19.700 -0.0766
C 22.147 -7.189 18.771 -0.3010
O 22.011 -8.136 17.744 -0.0818
H 24.130 -8.027 19.203 0.0688
H 22.821 -8.690 20.178 0.0817
H 23.478 -7.103 20.502 0.0679
H 22.478 -6.201 18.450 0.0988
H 21.241 -7.079 19.367 0.1081
H 22.880 -8.159 17.337 0.0487
C 24.191 -9.482 9.780 -0.0968
C 24.955 -10.694 10.175 -0.3616
O 25.377 -11.401 9.046 -0.0540
H 23.923 -8.961 10.699 0.0632
H 23.239 -9.679 9.287 0.0753
H 24.905 -8.915 9.183 0.0711
H 24.264 -11.286 10.775 0.1074
H 25.784 -10.512 10.859 0.1125
H 26.185 -10.947 8.795 0.0842
C 28.154 -3.531 14.523 -0.0803
C 27.238 -3.828 13.315 -0.3447
O 27.882 -3.510 12.110 -0.0671
H 27.604 -3.562 15.464 0.0587
H 28.555 -2.520 14.452 0.0715
H 29.014 -4.194 14.616 0.0589
H 26.387 -3.164 13.460 0.0876
H 26.848 -4.835 13.467 0.0867
H 27.315 -3.885 11.432 0.0170
C 19.708 -4.976 17.346 -0.0496
C 18.741 -5.246 18.508 -0.2769
O 17.640 -6.013 18.057 -0.0895
H 20.405 -4.197 17.653 0.0630
H 19.147 -4.538 16.520 0.0640
H 20.238 -5.847 16.959 0.0551
H 18.402 -4.342 19.013 0.1105
H 19.192 -5.855 19.291 0.0974
H 17.337 -6.471 18.844 0.0984
C 12.449 -0.979 11.689 -0.0719
C 13.488 -2.107 12.026 -0.2887
O 14.708 -1.437 12.361 -0.1124
H 12.600 -0.375 10.793 0.0655
H 12.299 -0.360 12.574 0.0688
H 11.487 -1.443 11.475 0.0572
H 13.759 -2.737 11.179 0.0784
H 13.197 -2.788 12.826 0.1013
H 15.297 -2.125 12.680 0.0131
C 18.297 -0.809 17.957 -0.0653
C 19.366 -1.073 16.891 -0.3079
O 20.541 -0.419 17.348 -0.0957
H 18.512 -1.286 18.913 0.0646
H 17.313 -1.020 17.538 0.0545
H 18.281 0.256 18.185 0.0753
H 19.153 -0.690 15.893 0.1018
H 19.545 -2.142 16.777 0.0824
H 21.284 -0.963 17.075 0.0169
C 22.568 -3.539 20.069 -0.0692
C 21.175 -3.208 20.636 -0.3144
O 21.293 -2.777 21.970 -0.0613
H 22.377 -3.827 19.035 0.0370
H 23.130 -4.267 20.654 0.0692
H 23.189 -2.643 20.055 0.0740
H 20.403 -3.953 20.447 0.0889
H 20.771 -2.381 20.052 0.1062
H 21.417 -3.539 22.539 0.0837
C 22.115 -0.824 6.723 -0.0845
C 22.485 -2.226 6.333 -0.2729
O 22.463 -3.070 7.501 -0.1140
H 22.794 -0.478 7.501 0.0769
H 21.112 -0.713 7.136 0.0609
H 22.222 -0.161 5.864 0.0767
H 23.507 -2.159 5.960 0.1139
H 21.850 -2.652 5.556 0.1126
H 21.597 -3.430 7.708 0.0332
C 23.967 -1.838 11.820 -0.0462
C 23.183 -2.046 10.516 -0.2864
O 24.138 -2.240 9.484 -0.1033
H 24.262 -2.824 12.177 0.0511
H 23.282 -1.405 12.550 0.0496
H 24.783 -1.121 11.726 0.0954
H 22.697 -1.098 10.287 0.0954
H 22.416 -2.820 10.478 0.0993
H 23.688 -2.426 8.656 0.0309
C 20.661 1.743 14.370 -0.1018
C 21.874 1.082 13.877 -0.3384
O 21.785 1.057 12.483 -0.0923
H 19.723 1.278 14.067 0.0768
H 20.547 2.804 14.150 0.0790
H 20.602 1.686 15.457 0.0654
H 21.862 0.037 14.188 0.0946
H 22.781 1.620 14.151 0.1216
H 21.204 0.315 12.300 0.0201
C 21.521 -5.213 12.574 -0.0547
C 21.084 -4.567 13.868 -0.2809
O 19.925 -3.772 13.663 -0.0755
H 21.469 -4.388 11.863 0.0572
H 20.893 -6.046 12.258 0.0592
H 22.556 -5.542 12.660 0.0693
H 21.894 -3.990 14.315 0.0942
H 20.908 -5.368 14.586 0.0997
H 19.151 -4.340 13.645 0.0512
C 20.240 -6.015 8.943 -0.0627
C 19.402 -5.181 7.961 -0.2766
O 19.934 -3.872 7.929 -0.0901
H 21.231 -6.246 8.553 0.0718
H 19.734 -6.949 9.191 0.0597
H 20.362 -5.583 9.936 0.0530
H 18.343 -5.192 8.218 0.0914
H 19.378 -5.726 7.018 0.1126
H 19.205 -3.265 7.783 0.0387
C 28.097 -7.384 12.342 -0.0752
C 29.352 -7.697 13.173 -0.2992
O 29.150 -8.886 13.932 -0.0971
H 27.864 -8.217 11.678 0.0680
H 28.234 -6.555 11.648 0.0734
H 27.273 -7.118 13.003 0.0521
H 29.610 -6.884 13.852 0.1031
H 30.174 -7.951 12.504 0.1080
H 29.995 -9.176 14.285 0.0755
C 18.947 -9.706 16.214 -0.0585
C 19.477 -8.474 15.559 -0.2966
O 20.839 -8.604 15.205 -0.0994
H 19.082 -10.630 15.653 0.0751
H 17.862 -9.627 16.284 0.0675
H 19.417 -9.918 17.174 0.0808
H 19.378 -7.637 16.250 0.0961
H 18.993 -8.218 14.616 0.1014
H 21.265 -8.366 16.031 0.0394
C 20.632 -9.888 10.595 -0.0686
C 21.171 -9.714 12.038 -0.2834
O 20.586 -8.532 12.576 -0.1085
H 20.762 -9.049 9.911 0.0538
H 19.546 -9.981 10.635 0.0500
H 21.118 -10.778 10.196 0.0731
H 22.258 -9.684 12.106 0.0879
H 20.861 -10.602 12.590 0.1072
H 20.721 -8.550 13.526 0.0085
C 15.500 -3.270 15.884 -0.0701
C 16.559 -2.722 14.988 -0.2913
O 16.246 -3.219 13.705 -0.1050
H 15.499 -2.817 16.875 0.0722
H 15.716 -4.309 16.133 0.0505
H 14.523 -3.115 15.425 0.0867
H 17.578 -3.006 15.254 0.0974
H 16.471 -1.636 14.981 0.1224
H 16.550 -4.127 13.636 0.0484
C 17.253 -5.790 11.177 -0.0672
C 17.499 -6.534 12.441 -0.2825
O 17.563 -5.699 13.593 -0.0956
H 17.902 -4.914 11.168 0.0752
H 16.251 -5.376 11.067 0.0777
H 17.374 -6.404 10.284 0.0789
H 18.383 -7.170 12.379 0.0959
H 16.655 -7.203 12.612 0.1098
H 17.259 -6.219 14.340 0.0477
C 24.257 -7.675 14.701 -0.0750
C 24.773 -8.962 15.261 -0.2863
O 24.776 -8.872 16.697 -0.0867
H 23.270 -7.454 15.108 0.0584
H 24.179 -7.682 13.614 0.0738
H 24.895 -6.818 14.918 0.0723
H 25.736 -9.196 14.807 0.1104
H 24.142 -9.824 15.047 0.1138
H 25.078 -9.720 17.032 0.0932
C 17.618 -10.394 12.662 -0.0582
C 16.281 -10.052 13.267 -0.3577
O 15.608 -11.080 13.936 -0.0718
H 17.430 -11.282 12.059 0.0905
H 18.333 -10.530 13.473 0.0654
H 17.908 -9.566 12.015 0.0583
H 15.535 -9.753 12.531 0.1128
H 16.376 -9.227 13.972 0.0821
H 14.799 -10.736 14.323 0.0784
C 19.745 -0.598 9.962 -0.0468
C 19.555 -1.728 10.998 -0.2781
O 20.339 -1.350 12.105 -0.1051
H 19.673 0.395 10.406 0.0833
H 19.044 -0.585 9.127 0.0575
H 20.710 -0.720 9.470 0.0452
H 19.767 -2.745 10.668 0.0975
H 18.549 -1.710 11.417 0.1084
H 20.349 -2.133 12.660 0.0479
C 24.553 -5.899 9.227 -0.0572
C 24.930 -5.201 10.571 -0.2426
O 25.996 -4.231 10.392 -0.0999
H 23.806 -6.682 9.355 0.0438
H 25.409 -6.395 8.768 0.0739
H 24.004 -5.208 8.588 0.0588
H 25.303 -5.978 11.238 0.0976
H 24.048 -4.747 11.021 0.0759
H 25.596 -3.561 9.833 0.0626
C 14.353 -6.808 17.090 -0.0870
C 15.193 -7.736 16.262 -0.2809
O 16.324 -6.995 15.791 -0.1133
H 14.023 -5.947 16.509 0.0745
H 14.930 -6.416 17.928 0.0684
H 13.416 -7.182 17.503 0.0802
H 14.559 -8.127 15.466 0.1135
H 15.566 -8.550 16.884 0.1099
H 16.731 -6.522 16.520 0.0307
C 23.925 -3.557 16.286 -0.0734
C 23.591 -2.107 15.891 -0.2597
O 22.959 -1.553 17.050 -0.1044
H 24.375 -4.147 15.489 0.0604
H 23.005 -4.023 16.637 0.0526
H 24.648 -3.595 17.101 0.0764
H 22.854 -1.999 15.095 0.0896
H 24.464 -1.531 15.585 0.1181
H 23.641 -1.275 17.666 0.1014
C 15.870 -2.550 9.020 -0.0703
C 16.394 -2.901 7.649 -0.3020
O 17.716 -2.458 7.394 -0.0808
H 15.779 -1.471 9.137 0.0886
H 16.594 -2.881 9.764 0.0645
H 14.934 -3.071 9.223 0.0725
H 15.688 -2.463 6.943 0.1156
H 16.377 -3.973 7.457 0.1069
H 17.624 -1.809 6.693 0.1066
```

Entry from the OMol25 dataset: C10H46Li4O21S as an isolated structure in a non-equilibrium geometry (wB97M-V/def2-TZVPD).

## Properties
total charge = -2
HOMO-LUMO gap = 1.518 eV
HOMO energy = 0.98 eV

Structure (XYZ):
```
82
Properties=species:S:1:pos:R:3:lowdin_charge:R:1
Li 0.097 0.255 0.094 0.6214
Li -2.220 2.901 -1.180 0.6972
Li 0.179 1.423 3.265 0.6496
Li 0.401 3.195 0.156 0.5999
S -1.221 5.061 1.058 0.1216
O -1.488 3.816 0.391 -0.5156
O -1.055 6.076 0.041 -0.3702
O -2.310 5.516 1.936 -0.4337
O -0.054 4.839 1.872 -0.3516
O 0.999 1.624 1.325 -0.5033
C 2.396 1.554 1.228 -0.4143
C 3.337 2.533 2.004 -0.4307
O 3.204 3.948 1.829 -0.3262
H 2.554 1.494 0.152 0.0960
H 2.598 0.542 1.580 0.0515
H 4.377 2.265 1.820 0.0587
H 3.247 2.397 3.082 0.0526
O 1.544 4.412 -1.142 -0.3653
C 1.358 3.680 -2.383 -0.4011
C 0.075 2.799 -2.558 -0.4148
O -0.430 1.874 -1.628 -0.4527
H 2.146 2.942 -2.531 0.0632
H 1.460 4.346 -3.240 0.0701
H 0.181 2.275 -3.509 0.0627
H -0.734 3.478 -2.826 0.0706
O -4.427 -0.881 -1.182 -0.0556
H -3.771 -0.688 -1.851 -0.0138
H -5.042 -0.149 -1.231 0.0214
O -3.501 1.834 -0.063 -0.0663
H -3.644 2.267 0.779 0.0774
H -4.382 1.647 -0.388 0.0447
O -0.237 3.362 3.889 -0.1172
H -1.057 3.672 4.275 0.0305
H -0.117 3.905 3.111 -0.0564
O -3.470 -3.457 0.538 -0.0424
H -3.201 -2.764 -0.064 0.0078
H -3.943 -4.082 -0.012 0.0378
O 4.932 -0.590 0.212 -0.0629
H 5.328 -1.034 0.961 0.0164
H 4.253 -0.034 0.594 -0.0137
O -1.290 0.391 3.927 -0.0738
H -1.931 -0.262 3.648 0.0107
H -1.293 0.338 4.883 0.0563
O 0.958 -1.352 -0.669 -0.0769
H 1.749 -1.489 -1.190 0.0546
H 0.405 -2.107 -0.868 -0.0348
O -0.402 -3.541 -1.240 -0.0248
H -1.168 -3.979 -1.611 0.0601
H 0.290 -4.202 -1.266 0.0683
O -1.805 -0.390 0.784 -0.0653
H -2.288 -1.080 1.237 -0.0064
H -2.484 0.160 0.392 0.0020
O -3.594 -1.480 2.753 -0.0366
H -4.354 -0.950 2.995 0.0578
H -3.953 -2.350 2.580 0.0335
O -2.091 -0.312 -2.387 -0.0520
H -1.497 -1.056 -2.298 0.0237
H -1.551 0.452 -2.183 -0.0155
C 0.173 -2.458 2.341 -0.0632
C 1.322 -3.421 2.566 -0.4609
C 1.982 -3.061 3.953 -0.0457
O 0.800 -4.753 2.647 -0.0697
H -0.208 -2.628 1.334 0.0567
H 0.447 -1.406 2.416 0.0742
H -0.567 -2.697 3.105 0.0844
H 2.072 -3.411 1.775 0.1373
H 2.298 -2.028 3.812 0.0802
H 2.707 -3.830 4.222 0.0729
H 1.213 -3.086 4.725 0.0676
H 0.415 -4.724 3.527 0.0658
C 0.675 -0.724 -5.626 -0.0409
C 1.047 -1.417 -4.306 -0.5301
C 2.062 -2.596 -4.451 -0.0399
O 1.553 -0.531 -3.429 -0.0192
H 1.523 -0.392 -6.226 0.0764
H 0.077 0.185 -5.567 0.0782
H 0.287 -1.484 -6.303 0.0663
H 0.184 -1.834 -3.787 0.1110
H 3.090 -2.269 -4.605 0.0810
H 1.843 -3.399 -5.156 0.0642
H 2.104 -3.184 -3.534 0.0543
H 0.841 0.104 -3.326 0.0749
```

Question: HOMO-LUMO gap of number 1 (C48H144O24)?
Answer: 9.100 eV

Question: Among the records above, which one has the highest HOMO-LUMO gap?
Answer: C48H144O24

Question: The highest HOMO-LUMO gap belongs to which entry?
Answer: C48H144O24